Entry 1:
Formula: C37H49BrN2P2PtS
Source: the Open Molecules 2025 dataset
Level of theory: ωB97M-V/def2-TZVPD

Last column: Löwdin spin population.
CARTESIAN COORDINATES (ANGSTROEM)
C -3.9471 -0.5526 -3.6307  0.001
C -2.6693 -1.1210 -3.5504  0.000
C -1.7530 -1.0377 -4.6544  0.001
C -2.1799 -0.2442 -5.7440  0.000
N -3.3978 0.3190 -5.7875  0.001
C -4.2532 0.2079 -4.7671  0.000
C -2.4193 -1.6590 -2.2500  0.003
C -1.5932 -1.9622 -1.3855  0.003
C -1.0736 -2.8338 -0.3674  0.006
C -0.1138 -2.4664 0.5908  0.034
C 0.5010 -3.2993 1.4941  0.006
C 0.2754 -4.6197 1.1940  0.001
C -0.7708 -5.1309 0.3925  0.002
C -1.4822 -4.2277 -0.4326  0.001
Pt 1.0746 -0.0050 0.3503  0.859
P 0.0290 1.5312 -0.9900  0.203
H -0.8173 -1.6122 -4.7406  0.000
H -4.7269 -0.7815 -2.8841  0.000
H -1.5340 -0.1102 -6.6304  0.000
H -5.2400 0.6698 -4.8658  0.000
H -2.2633 -4.5202 -1.2119  0.000
H 0.3568 -1.5129 0.8394  0.029
H -1.0233 -6.2132 0.4363  0.000
H 1.2006 -2.8355 2.2090  0.001
C 0.8740 3.0387 -0.3264  0.009
C 1.0190 4.2737 -1.2144  0.004
H 1.8890 2.7333 -0.0317  0.001
H 0.3391 3.3276 0.5904  0.000
H 1.5850 5.0300 -0.6558  0.001
H 1.5774 4.0836 -2.1351  0.000
H 0.0737 4.7401 -1.5061  0.000
C 0.4658 1.4233 -2.7747  0.043
C -0.2309 2.3760 -3.7536  0.015
H 0.2155 0.3958 -3.0796  0.003
H 1.5557 1.5449 -2.8670  0.000
H 0.2326 2.2788 -4.7449  0.003
H -1.2943 2.1437 -3.8904  0.000
H -0.1628 3.4327 -3.4716  0.000
C -1.7721 1.9042 -1.0008  0.036
C -2.2366 3.3353 -1.3064  0.012
H -2.1709 1.6536 -0.0123  0.002
H -2.2305 1.2081 -1.7195  0.000
H -3.3333 3.3713 -1.2398  0.002
H -1.8538 4.0644 -0.5845  0.000
H -1.9798 3.7108 -2.3021  0.000
Br 1.5420 -5.6747 2.2339  0.001
P 2.9618 -0.7297 -0.4597  0.184
C 3.7074 0.5960 -1.4746  0.031
C 5.2208 0.7764 -1.3345  0.009
H 3.1779 1.5196 -1.1824  0.005
H 3.4494 0.3818 -2.5261  0.000
H 5.5693 1.6423 -1.9216  0.002
H 5.5320 0.9329 -0.2936  0.000
H 5.7606 -0.1123 -1.6870  0.000
C 3.8704 -0.9258 1.1344  0.063
C 5.0359 -1.9164 1.1565  0.015
H 3.0902 -1.2433 1.8509  0.018
H 4.2128 0.0828 1.4263  0.001
H 5.4324 -1.9841 2.1821  0.002
H 4.7371 -2.9240 0.8358  0.000
H 5.8461 -1.5979 0.4876  0.000
C 2.9445 -2.2795 -1.4252  0.026
C 4.1953 -2.5399 -2.2787  0.010
H 2.0477 -2.1812 -2.0615  0.004
H 2.7747 -3.1219 -0.7301  0.000
H 4.0960 -3.4953 -2.8181  0.002
H 4.3764 -1.7520 -3.0234  0.000
H 5.0953 -2.5902 -1.6507  0.000
N 0.0873 0.4911 2.0637  0.272
S -0.5101 -0.4111 3.3329  0.040
C -0.6911 0.9966 4.5618  0.009
C -0.0539 0.8894 5.8031  0.002
C -0.1127 1.9499 6.7169  0.001
C -0.8005 3.1249 6.3894  0.001
C -1.4582 3.2140 5.1566  0.000
C -1.4116 2.1430 4.2465  0.003
C -2.2363 -0.7657 2.9463  0.012
C -2.7623 -0.3143 1.7460  0.000
C -4.0842 -0.6272 1.4329  0.001
C -4.8396 -1.4183 2.2883  0.000
C -4.2705 -1.9057 3.4649  0.001
C -2.9658 -1.5761 3.8276  0.002
H 0.4985 1.3732 2.4390  0.001
H 0.4633 -0.0387 6.0352  0.000
H 0.3682 1.8473 7.6879  0.000
H -0.8652 3.9460 7.1129  0.000
H -2.0180 4.1138 4.9093  0.000
H -1.9520 2.1840 3.3032  0.000
H -2.1078 0.2136 1.0544  0.000
H -4.5044 -0.2457 0.5188  0.000
H -5.8875 -1.6259 2.0651  0.000
H -4.8286 -2.5441 4.1322  0.000
H -2.4744 -1.9304 4.7375  0.000

Its orbital gap (alpha / beta) is 0.287 / 0.181 Eh. The charge is +2. Its electronic energy is -5322.29695 Ha. The spin multiplicity is 3.

Entry 2:
Formula: C4H9NO2
Source: the Open Molecules 2025 dataset
Level of theory: ωB97M-V/def2-TZVPD

Last column: Löwdin charge in e.
CARTESIAN COORDINATES (ANGSTROEM)
C -1.1131 1.3320 -0.6908  -0.074
C -0.3012 0.5822 0.3579  -0.437
C -0.8354 -0.8449 0.5110  -0.254
O -0.1018 -1.5988 1.4511  -0.064
N 1.1006 0.5467 -0.0793  0.003
C 2.3046 -1.4086 -1.2198  0.021
O 2.2410 -2.0937 -0.3039  -0.017
H -0.7673 2.3686 -0.7805  0.077
H -2.1731 1.3524 -0.4203  0.080
H -1.0093 0.8486 -1.6709  0.085
H -0.4152 1.0794 1.3367  0.140
H -1.8705 -0.8120 0.8738  0.123
H -0.8487 -1.3291 -0.4812  0.124
H 0.7198 -1.8668 1.0201  0.034
H 1.3394 1.3773 -0.6095  0.080
H 1.7303 0.4667 0.7056  0.079

Its orbital gap is 0.384 Eh. Its electronic energy is -363.02522 Ha.

Entry 3:
Formula: C2H6N2OS
Source: the Open Molecules 2025 dataset
Level of theory: ωB97M-V/def2-TZVPD

Last column: Löwdin charge in e.
CARTESIAN COORDINATES (ANGSTROEM)
C 0.1575 0.3983 -1.2074  -0.163
C -0.0838 -0.8923 0.9518  -0.559
N 0.9424 1.2144 0.7488  -0.434
N -0.5031 -0.6731 -0.4734  -0.205
O 1.0758 2.3715 0.5155  -0.157
S -0.4301 0.6074 1.7856  0.803
H -0.6370 1.1662 -1.5111  0.081
H 1.1472 0.2452 -1.6690  0.061
H -0.6088 -1.7722 1.4494  0.100
H 1.0531 -0.9019 0.8578  0.098
H -1.5486 -0.2516 -0.2761  0.188
H -0.5647 -1.5118 -1.1719  0.187

Its orbital gap (alpha / beta) is 0.251 / 0.258 Eh. Its electronic energy is -662.50357 Ha.

Entry 4:
Formula: C3H4N6
Source: the Open Molecules 2025 dataset
Level of theory: ωB97M-V/def2-TZVPD

Last column: Löwdin charge in e.
CARTESIAN COORDINATES (ANGSTROEM)
C 1.4670 0.1103 1.3175  -0.451
C 0.3960 -2.0782 1.5880  -0.432
C -0.8828 1.2150 -0.3630  -0.079
N 1.6855 1.2409 1.3579  0.101
N -0.4659 -2.8604 1.6193  0.087
N 0.2938 -0.5638 -1.5586  0.005
N 0.9694 -1.3052 -1.0092  0.316
N -0.4553 0.4982 -1.4875  -0.028
N 1.2626 -1.1662 1.2943  0.027
H -1.9373 1.7093 -0.4848  0.137
H -1.1991 0.4326 0.2595  0.075
H -0.2483 2.0913 -0.1627  0.091
H -0.8856 0.6761 -2.3706  0.151

Its orbital gap is 0.242 Eh. Its electronic energy is -445.04091 Ha.

Energy above the lowest of the compared OMol25 structures with the same formula, charge and spin, respectively: 68.21, 37.85, 165.23, 106.21 kcal per mole.